Run w
The following is a quantum chemistry calculation of a cluster of 12 separate species, C19H62N10O12 in total, from the OMol25 dataset.

Calculated values
LUMO level	0.014	hartree
gap between HOMO and LUMO	9.842	eV
HOMO	-9.447	eV
SMILES	NC(N)=O.NC(N)=O.NC(N)=O.NC(N)=O.NC(N)=O.CCO.CCO.CCO.CCO.CCO.CCO.CCO

The geometry in ORCA input format:
```
! wB97M-V def2-TZVPD RIJCOSX def2/J DEFGRID3
* xyz 0 1
N 8.015 8.994 11.772
C 7.103 8.334 11.032
N 6.445 9.263 10.257
O 6.916 7.122 11.071
H 8.668 8.503 12.342
H 8.253 9.953 11.590
H 5.844 8.826 9.598
H 7.002 10.064 10.039
N 6.992 13.366 11.408
C 7.817 12.636 10.652
N 7.493 12.846 9.368
O 8.583 11.733 11.035
H 7.164 13.416 12.381
H 6.570 14.142 10.928
H 8.116 12.400 8.705
H 7.009 13.703 9.114
N 14.089 8.060 9.626
C 14.148 9.363 9.220
N 14.937 9.544 8.117
O 13.355 10.201 9.635
H 13.321 7.867 10.223
H 14.519 7.367 9.034
H 15.820 9.072 8.038
H 14.940 10.497 7.816
N 10.943 11.616 9.118
C 10.555 11.498 7.859
N 11.571 11.120 7.082
O 9.394 11.688 7.456
H 11.888 11.345 9.340
H 10.196 11.874 9.715
H 11.375 10.779 6.161
H 12.393 10.853 7.582
N 9.445 12.366 16.067
C 9.168 12.632 14.725
N 8.698 11.488 14.158
O 9.100 13.742 14.298
H 10.085 13.057 16.437
H 9.715 11.409 16.149
H 8.354 11.476 13.223
H 8.691 10.660 14.717
C 7.777 7.412 15.537
C 9.161 7.973 16.020
O 9.166 9.280 16.429
H 6.964 7.499 16.243
H 7.716 6.460 15.000
H 7.524 8.144 14.771
H 9.825 7.804 15.165
H 9.506 7.303 16.801
H 8.294 9.415 16.839
C 14.354 5.994 14.140
C 13.247 6.156 15.223
O 12.878 7.494 15.351
H 15.084 6.801 14.266
H 13.890 6.033 13.150
H 14.853 5.059 14.321
H 13.547 5.719 16.213
H 12.373 5.574 14.894
H 12.130 7.711 14.794
C 13.116 13.975 13.837
C 13.529 14.119 12.395
O 14.954 14.296 12.279
H 12.029 13.854 13.944
H 13.369 14.758 14.534
H 13.535 13.009 14.157
H 12.980 14.813 11.746
H 13.445 13.111 11.991
H 15.195 14.865 13.020
C 15.846 8.038 17.571
C 16.083 8.842 16.234
O 14.882 9.595 15.887
H 16.831 7.659 17.770
H 15.134 7.239 17.385
H 15.539 8.745 18.348
H 16.296 8.216 15.347
H 16.927 9.546 16.318
H 14.235 8.885 15.781
C 16.220 9.462 12.263
C 15.778 10.922 12.637
O 16.594 11.804 11.992
H 16.170 9.154 11.216
H 15.577 8.784 12.840
H 17.251 9.300 12.596
H 15.716 11.051 13.734
H 14.737 10.940 12.260
H 16.230 12.689 12.072
C 9.629 8.222 8.625
C 10.906 7.418 8.778
O 11.102 7.018 10.119
H 9.392 8.630 7.653
H 9.769 9.090 9.271
H 8.703 7.732 8.973
H 11.719 8.103 8.542
H 10.976 6.583 8.090
H 10.248 6.609 10.279
C 11.817 10.255 14.022
C 11.431 9.671 12.688
O 11.363 8.245 12.812
H 11.803 11.345 13.921
H 12.847 9.984 14.271
H 11.171 9.930 14.852
H 12.227 9.904 11.947
H 10.480 10.071 12.305
H 11.372 7.969 11.902
*
```

Results of the Mulliken charge analysis, in e, for atoms 1 through 4: number 1, N, carries 0.130; number 2, C, carries 0.461; number 3, N, carries -0.386; number 4, O, carries -0.691

Run x
The following is a quantum chemistry calculation of a cluster of 12 separate species, C19H62N10O12 in total, from the OMol25 dataset.

Calculated values
LUMO level	0.003	hartree
gap between HOMO and LUMO	9.080	eV
HOMO	-8.985	eV
SMILES	NC(N)=O.NC(N)=O.NC(N)=O.NC(N)=O.NC(N)=O.CCO.CCO.CCO.CCO.CCO.CCO.CCO

The geometry in ORCA input format:
```
! wB97M-V def2-TZVPD RIJCOSX def2/J DEFGRID3
* xyz 0 1
N -14.338 9.173 12.224
C -13.424 8.363 11.711
N -12.338 8.981 11.360
O -13.585 7.139 11.574
H -14.111 10.112 12.520
H -15.246 8.843 12.522
H -11.490 8.473 11.153
H -12.332 9.957 11.618
N -10.108 10.411 21.060
C -10.472 11.574 20.640
N -10.672 11.603 19.414
O -10.738 12.557 21.381
H -9.980 10.251 22.049
H -9.968 9.694 20.361
H -10.403 10.821 18.835
H -11.018 12.460 19.006
N -9.991 14.232 17.098
C -10.890 14.697 17.928
N -10.454 15.644 18.515
O -12.018 14.229 18.103
H -9.174 14.826 17.073
H -10.121 13.370 16.588
H -11.259 16.124 18.891
H -9.796 16.209 17.998
N -14.957 13.648 11.857
C -14.307 12.925 12.673
N -14.178 13.467 13.853
O -13.711 11.901 12.431
H -14.806 13.337 10.908
H -15.294 14.532 12.210
H -13.720 12.896 14.549
H -14.690 14.299 14.110
N -11.902 9.965 15.035
C -11.670 11.098 15.616
N -12.732 11.569 16.128
O -10.529 11.546 15.807
H -11.237 9.481 14.450
H -12.885 9.747 15.116
H -13.557 10.987 16.104
H -12.592 12.465 16.571
C -13.856 10.031 19.908
C -14.617 9.175 18.932
O -14.439 7.817 19.286
H -12.855 9.625 20.055
H -14.455 10.011 20.819
H -13.874 11.093 19.664
H -14.322 9.538 17.947
H -15.700 9.298 18.947
H -15.244 7.511 19.710
C -13.940 6.810 15.136
C -13.481 5.494 14.624
O -12.364 5.024 15.311
H -14.901 7.077 14.697
H -13.191 7.598 15.046
H -14.213 6.516 16.150
H -13.227 5.530 13.565
H -14.322 4.804 14.692
H -11.974 4.383 14.712
C -16.287 13.980 19.112
C -14.967 14.427 18.513
O -14.161 14.506 19.641
H -16.946 13.575 18.345
H -16.878 14.735 19.630
H -16.282 13.117 19.779
H -15.130 15.355 17.965
H -14.586 13.652 17.847
H -13.275 14.624 19.291
C -9.343 8.664 12.998
C -8.964 10.096 12.928
O -9.880 10.651 11.975
H -10.330 8.584 13.451
H -8.634 8.101 13.606
H -9.434 8.256 11.991
H -7.902 10.203 12.711
H -9.070 10.590 13.894
H -9.511 10.283 11.169
C -6.247 10.364 17.355
C -7.660 10.900 17.460
O -7.821 11.923 16.490
H -6.169 9.592 18.121
H -5.518 11.124 17.635
H -6.096 9.954 16.356
H -7.881 11.252 18.467
H -8.436 10.176 17.209
H -8.722 11.933 16.157
C -16.866 12.373 15.541
C -16.751 10.913 16.151
O -15.462 10.382 15.873
H -15.926 12.900 15.704
H -17.702 12.960 15.920
H -16.985 12.270 14.462
H -17.465 10.192 15.753
H -16.672 10.954 17.237
H -15.579 9.807 15.113
C -10.836 13.738 13.435
C -9.362 13.982 13.339
O -8.991 13.513 12.020
H -11.383 14.176 12.600
H -11.208 14.191 14.354
H -10.934 12.661 13.573
H -8.847 13.368 14.078
H -9.025 14.986 13.599
H -9.276 12.616 11.826
*
```

Results of the Mulliken charge analysis, in e, for atoms 1 through 4: number 1, N, carries -0.152; number 2, C, carries 0.503; number 3, N, carries -0.216; number 4, O, carries -0.740

Least stable of them? run x.

Run w
The following is a quantum chemistry calculation of an isolated molecule of C5H7FO2, from the OMol25 dataset.

Calculated values
LUMO level	0.025	hartree
gap between HOMO and LUMO	10.055	eV
HOMO	-9.368	eV
SMILES	O=CCO/C=C\CF

The geometry in ORCA input format:
```
! wB97M-V def2-TZVPD RIJCOSX def2/J DEFGRID3
* xyz 0 1
O 2.319 -1.268 -0.223
C 1.715 -0.196 -0.178
C 1.032 0.277 1.075
O 0.348 1.512 0.613
C -0.584 1.341 -0.291
C -1.153 0.254 -0.754
C -1.156 -1.130 -0.266
F -1.625 -1.008 1.115
H 1.676 0.477 -1.070
H 1.878 0.671 1.749
H 0.203 -0.317 1.630
H -0.714 2.296 -0.809
H -1.863 0.421 -1.473
H -1.896 -1.773 -0.732
H -0.181 -1.556 -0.387
*
```

Results of the Mulliken charge analysis, in e, for atoms 1 through 4: number 1, O, carries -0.501; number 2, C, carries -0.095; number 3, C, carries -0.173; number 4, O, carries -0.407

Run x
The following is a quantum chemistry calculation of an isolated molecule of C5H7FO2, from the OMol25 dataset.

Calculated values
LUMO level	0.033	hartree
gap between HOMO and LUMO	10.528	eV
HOMO	-9.619	eV
SMILES	CO[C@@H](C=O)/C=C\F

The geometry in ORCA input format:
```
! wB97M-V def2-TZVPD RIJCOSX def2/J DEFGRID3
* xyz 0 1
C 0.566 1.688 0.428
O 0.193 1.088 -0.797
C 0.163 -0.276 -0.666
C 1.618 -0.842 -0.640
O 1.902 -1.812 -0.014
C -0.735 -0.839 0.417
C -2.043 -0.862 0.288
F -2.669 -0.395 -0.778
H 0.621 2.738 0.239
H -0.195 1.557 1.195
H 1.528 1.330 0.693
H -0.182 -0.688 -1.621
H 2.318 -0.176 -1.117
H -0.326 -1.335 1.315
H -2.759 -1.177 1.056
*
```

Results of the Mulliken charge analysis, in e, for atoms 1 through 4: number 1, C, carries -0.768; number 2, O, carries -0.396; number 3, C, carries 0.272; number 4, C, carries -0.113

Least stable of them? run w.

Run w
The following is a quantum chemistry calculation of the ion C4H10N2O with charge +1, from the OMol25 dataset.

Calculated values
LUMO level (alpha / beta)	-0.143 / -0.311	hartree
gap between HOMO and LUMO (alpha / beta)	11.868 / 7.237	eV
HOMO (alpha / beta)	-15.766 / -15.694	eV

The geometry in ORCA input format:
```
! wB97M-V def2-TZVPD RIJCOSX def2/J DEFGRID3
* xyz 1 2
C 0.766 0.664 1.665
C 0.989 0.220 0.210
C 1.248 -1.292 0.077
N -0.160 0.707 -0.616
C -1.283 0.067 -0.759
N -2.348 0.648 -1.527
O -1.598 -1.085 -0.460
H 1.720 0.600 2.172
H 0.158 -0.085 2.184
H 0.239 1.613 1.689
H 1.883 0.730 -0.155
H 1.557 -1.569 -0.924
H 2.014 -1.490 0.827
H 0.360 -1.793 0.466
H 0.089 1.342 -1.365
H -2.417 0.260 -2.470
H -3.214 0.463 -1.014
*
```

Results of the Mulliken charge analysis, in e, for atoms 1 through 4: number 1, C, carries -1.309; number 2, C, carries 0.272; number 3, C, carries -1.297; number 4, N, carries -0.117

Run x
The following is a quantum chemistry calculation of the ion C4H10N2O with charge +1, from the OMol25 dataset.

Calculated values
LUMO level (alpha / beta)	-0.146 / -0.331	hartree
gap between HOMO and LUMO (alpha / beta)	10.167 / 5.013	eV
HOMO (alpha / beta)	-14.149 / -14.031	eV

The geometry in ORCA input format:
```
! wB97M-V def2-TZVPD RIJCOSX def2/J DEFGRID3
* xyz 1 2
C 1.252 0.939 -1.666
C 1.086 0.795 -0.176
N -0.134 0.823 0.398
C -1.349 0.270 -0.176
C -1.571 -1.267 -0.027
N -1.046 -1.812 1.350
O 2.096 0.747 0.500
H 1.356 2.006 -1.992
H 2.246 0.463 -1.984
H 0.347 0.517 -2.158
H -0.161 0.567 1.393
H -2.222 0.628 0.270
H -1.265 0.415 -1.177
H -2.586 -1.471 -0.441
H -0.981 -1.755 -0.819
H -0.149 -2.244 1.137
H -1.611 -2.597 1.807
*
```

Results of the Mulliken charge analysis, in e, for atoms 1 through 4: number 1, C, carries -0.873; number 2, C, carries 0.725; number 3, N, carries -0.065; number 4, C, carries -0.813

Least stable of them? run x.

Run w
The following is a quantum chemistry calculation of an isolated molecule of C13H12ClN5OS, from the OMol25 dataset.

Calculated values
LUMO level	0.011	hartree
gap between HOMO and LUMO	8.643	eV
HOMO	-8.341	eV
SMILES	CCCn1nnc(NC(=O)c2sc3ccccc3c2Cl)n1

The geometry in ORCA input format:
```
! wB97M-V def2-TZVPD RIJCOSX def2/J DEFGRID3
* xyz 0 1
C 2.581 -2.136 -2.458
C 2.629 -3.360 -1.553
C 1.230 -3.789 -1.103
N 0.652 -2.795 -0.251
N -0.151 -1.861 -0.669
N -0.432 -1.105 0.336
C 0.243 -1.614 1.384
N 0.218 -1.137 2.663
C -0.377 0.017 3.116
O -0.561 0.194 4.296
C -0.714 1.011 2.077
S 0.516 1.629 1.007
C -0.621 2.716 0.267
C -0.371 3.616 -0.759
C -1.415 4.394 -1.214
C -2.690 4.284 -0.658
C -2.942 3.395 0.362
C -1.901 2.598 0.839
C -1.913 1.624 1.885
Cl -3.321 1.234 2.772
N 0.936 -2.694 1.034
H 3.587 -1.831 -2.734
H 2.097 -1.300 -1.957
H 2.024 -2.354 -3.366
H 3.088 -4.195 -2.084
H 3.232 -3.149 -0.668
H 0.567 -3.899 -1.963
H 1.279 -4.723 -0.540
H 0.568 -1.770 3.373
H 0.617 3.695 -1.185
H -1.243 5.099 -2.013
H -3.487 4.906 -1.036
H -3.923 3.301 0.800
*
```

Results of the Mulliken charge analysis, in e, for atoms 1 through 4: number 1, C, carries -1.034; number 2, C, carries -0.384; number 3, C, carries -0.612; number 4, N, carries 1.240

Run x
The following is a quantum chemistry calculation of an isolated molecule of C13H12ClN5OS, from the OMol25 dataset.

Calculated values
LUMO level	-0.009	hartree
gap between HOMO and LUMO	8.434	eV
HOMO	-8.676	eV
SMILES	CCCn1nnc(NC(=O)c2sc3ccccc3c2Cl)n1

The geometry in ORCA input format:
```
! wB97M-V def2-TZVPD RIJCOSX def2/J DEFGRID3
* xyz 0 1
C 3.905 3.047 0.858
C 4.554 2.332 2.036
C 4.729 0.833 1.768
N 3.468 0.156 1.809
N 3.087 -0.592 2.807
N 1.897 -1.013 2.544
C 1.573 -0.485 1.346
N 0.362 -0.728 0.760
C -0.080 -0.128 -0.389
O 0.556 0.689 -1.015
C -1.422 -0.544 -0.837
S -1.927 0.247 -2.306
C -3.440 -0.605 -2.286
C -4.473 -0.504 -3.210
C -5.603 -1.268 -3.020
C -5.715 -2.127 -1.924
C -4.698 -2.234 -1.005
C -3.542 -1.468 -1.178
C -2.369 -1.410 -0.368
Cl -2.241 -2.374 1.054
N 2.559 0.257 0.861
H 4.563 3.023 -0.008
H 3.706 4.085 1.110
H 2.969 2.568 0.583
H 5.539 2.759 2.234
H 3.947 2.460 2.935
H 5.168 0.680 0.780
H 5.351 0.369 2.536
H -0.234 -1.373 1.266
H -4.380 0.162 -4.054
H -6.416 -1.204 -3.727
H -6.613 -2.714 -1.801
H -4.780 -2.897 -0.157
*
```

Results of the Mulliken charge analysis, in e, for atoms 1 through 4: number 1, C, carries -1.003; number 2, C, carries -0.382; number 3, C, carries -0.610; number 4, N, carries 1.017

Least stable of them? run w.